(1)
# C4H8OS

2 unconnected molecules or ions with the total composition C4H8OS in a non-equilibrium geometry (the ωB97M-V functional and the def2-TZVPD basis, the Open Molecules 2025 dataset).

Each line ends with the natural charge from an NBO analysis.
Atoms and positions in Å:
C  -1.126  0.740  -1.524  -0.24
C  -0.342  0.287  -0.761  -0.03
C  0.915  1.554  1.060  -0.59
C  0.804  0.273  0.151  -0.50
O  -1.713  -1.480  0.349  -0.99
S  -1.123  -2.244  -0.755  0.93
H  0.297  -1.744  -0.733  0.04
H  -2.037  1.099  -1.921  0.24
H  0.970  1.307  2.084  0.21
H  -0.024  1.952  0.903  0.22
H  1.676  2.279  0.798  0.21
H  0.640  -0.623  0.749  0.23
H  1.796  0.029  -0.307  0.23
H  -0.733  -3.428  -0.092  0.03

LUMO level ... 0.54 eV
Highest occupied orbital energy ... -9.5 eV
Gap between HOMO and LUMO ... 10.0 eV

=====

(2)
# C4H8OS

A single C4H8OS molecule in a non-equilibrium geometry (the ωB97M-V functional and the def2-TZVPD basis, the Open Molecules 2025 dataset).

Each line ends with the natural charge from an NBO analysis.
Atoms and positions in Å:
C  0.995  -1.105  -0.342  -0.62
C  0.118  0.033  0.246  -0.34
C  1.021  0.947  1.101  -0.61
S  -0.803  1.026  -0.986  0.21
C  -2.385  0.210  -1.107  0.25
O  -3.247  0.577  -1.895  -0.53
H  0.430  -1.914  -0.871  0.22
H  1.495  -1.563  0.483  0.21
H  1.766  -0.832  -1.040  0.22
H  -0.627  -0.345  0.943  0.21
H  0.458  1.840  1.453  0.22
H  1.419  0.402  1.949  0.22
H  1.888  1.312  0.517  0.21
H  -2.528  -0.588  -0.449  0.13

LUMO level ... 0.86 eV
Structure (SMILES) ... CC(C)SC=O
Highest occupied orbital energy ... -9.6 eV
Gap between HOMO and LUMO ... 10.5 eV

=====

(3)
# C4H8OS2

A molecular structure, C4H8OS2 in a non-equilibrium geometry (the ωB97M-V functional and the def2-TZVPD basis, the Open Molecules 2025 dataset).

Each line ends with the natural charge from an NBO analysis.
Atoms and positions in Å:
C  0.419  -2.162  -0.059  -0.71
C  0.623  -0.789  -0.617  -0.06
C  0.461  0.464  0.400  -0.58
C  -1.021  0.862  0.299  -0.08
H  0.582  -2.887  -1.015  0.27
H  0.938  -2.307  1.130  0.27
H  -1.015  -2.224  -0.046  0.26
H  0.619  0.124  1.551  0.24
H  1.691  1.332  -1.279  0.15
H  -1.871  -0.050  0.089  0.22
H  -1.230  1.027  1.570  0.15
H  -0.842  3.157  0.399  0.45
O  -1.352  2.097  -0.427  -0.69
S  0.443  -0.289  -2.152  0.08
S  1.554  1.645  0.156  0.03

LUMO level ... -0.74 eV
Highest occupied orbital energy ... -8.6 eV
Gap between HOMO and LUMO ... 7.9 eV

=====

(4)
# C4H8OS2

A single C4H8OS2 molecule in a non-equilibrium geometry (the ωB97M-V functional and the def2-TZVPD basis, the Open Molecules 2025 dataset).

Each line ends with the natural charge from an NBO analysis.
Atoms and positions in Å:
C  -2.743  -0.535  0.928  -0.81
S  -1.194  -1.233  1.378  0.13
S  -0.027  0.917  1.648  0.06
C  0.910  1.166  0.089  -0.53
C  0.944  -0.161  -0.760  -0.52
C  2.308  -0.401  -1.341  0.47
O  2.732  -0.659  -2.436  -0.50
H  -3.531  -0.631  1.726  0.23
H  -2.848  0.486  0.589  0.25
H  -2.980  -1.120  0.020  0.23
H  1.884  1.352  0.531  0.23
H  0.488  2.016  -0.455  0.23
H  0.930  -0.903  0.024  0.25
H  0.183  -0.245  -1.499  0.23
H  2.945  -0.049  -0.441  0.06

LUMO level ... -1.08 eV
Structure (SMILES) ... CSSCCC=O
Highest occupied orbital energy ... -9.2 eV
Gap between HOMO and LUMO ... 8.1 eV

=====

(5)
# C4H8P2

A molecular structure, C4H8P2 in a non-equilibrium geometry (the ωB97M-V functional and the def2-TZVPD basis, the Open Molecules 2025 dataset).

Each line ends with the natural charge from an NBO analysis.
Atoms and positions in Å:
C  1.319  0.161  -0.054  -0.66
C  -1.303  0.077  -0.272  -0.53
C  2.807  -0.256  -0.049  -0.66
C  -2.603  0.505  0.271  -0.68
P  0.634  1.672  -0.578  0.44
P  -0.070  -0.657  0.817  0.60
H  -1.078  -0.185  -1.326  0.23
H  2.813  -1.189  -0.627  0.22
H  3.129  -0.517  0.885  0.22
H  3.354  0.564  -0.478  0.22
H  -2.882  -0.228  1.037  0.22
H  -3.329  0.409  -0.569  0.22
H  -2.587  1.549  0.745  0.24
H  -0.204  -1.905  0.197  -0.07

LUMO level (spin up / spin down) ... -0.16 / -0.16 eV
Highest occupied orbital energy (spin up / spin down) ... -7.9 / -7.9 eV
Gap between HOMO and LUMO (spin up / spin down) ... 7.7 / 7.7 eV

=====

(6)
# C4H8S

A single C4H8S molecule in a non-equilibrium geometry (the ωB97M-V functional and the def2-TZVPD basis, the Open Molecules 2025 dataset).

Each line ends with the natural charge from an NBO analysis.
Atoms and positions in Å:
C  0.159  0.146  -1.458  -0.63
C  0.053  0.234  0.138  -0.15
S  1.287  1.562  0.349  -0.06
C  0.169  -0.954  0.939  -0.46
C  -0.981  -0.103  1.162  -0.41
H  1.246  -0.209  -1.614  0.24
H  -0.302  0.865  -2.191  0.24
H  -0.673  -0.745  -1.499  0.19
H  1.056  2.608  -0.922  0.15
H  0.137  -1.868  0.419  0.22
H  0.818  -1.281  1.604  0.22
H  -0.957  0.526  1.994  0.23
H  -2.013  -0.780  1.080  0.22

LUMO level ... 0.51 eV
Structure (SMILES) ... CC1(S)CC1
Highest occupied orbital energy ... -8.7 eV
Gap between HOMO and LUMO ... 9.2 eV

=====

(7)
# C4H8S2

2 unconnected molecules or ions with the total composition C4H8S2 in a non-equilibrium geometry (the ωB97M-V functional and the def2-TZVPD basis, the Open Molecules 2025 dataset).

Each line ends with the natural charge from an NBO analysis.
Atoms and positions in Å:
C  1.986  0.588  0.128  -0.46
C  -1.779  0.860  0.014  -0.60
C  -1.031  -0.353  -0.847  -0.49
C  -0.114  -1.095  0.031  -0.23
S  3.353  0.301  0.956  0.27
S  0.646  -2.449  -0.244  0.00
H  1.976  1.706  0.047  0.15
H  -2.585  1.143  -0.612  0.21
H  -2.172  0.456  0.877  0.20
H  -1.162  1.737  0.365  0.20
H  -1.878  -1.083  -0.882  0.24
H  -0.553  -0.023  -1.729  0.24
H  -0.191  -0.782  1.075  0.17
H  3.504  -1.005  0.820  0.10

LUMO level ... -0.50 eV
Highest occupied orbital energy ... -8.1 eV
Gap between HOMO and LUMO ... 7.6 eV

=====

(8)
# C4H8S2

2 unconnected molecules or ions with the total composition C4H8S2 in a non-equilibrium geometry (the ωB97M-V functional and the def2-TZVPD basis, the Open Molecules 2025 dataset).

Each line ends with the Löwdin spin population.
Atoms and positions in Å:
C  -2.763  -0.482  0.244  0.64
C  1.435  0.576  0.174  0.01
C  -0.096  0.581  0.054  0.03
C  -0.790  -0.592  -0.597  0.26
S  -3.852  0.675  0.030  0.88
S  -0.312  -2.231  -0.044  0.08
H  -2.934  -1.437  0.785  0.05
H  1.984  0.456  -0.865  0.00
H  1.717  1.497  0.676  0.00
H  1.817  -0.300  0.721  0.00
H  -0.488  0.533  1.073  0.01
H  -0.448  1.502  -0.548  0.00
H  -1.010  -0.703  -1.607  0.02
H  0.807  -1.883  0.635  0.01

Spin multiplicity ... 3
Expectation value of S² ... 2.020
LUMO level (spin up / spin down) ... 0.68 / -2.13 eV
Highest occupied orbital energy (spin up / spin down) ... -6.4 / -9.3 eV
Gap between HOMO and LUMO (spin up / spin down) ... 7.1 / 7.2 eV

=====

ΔE to the lowest compared entry with this formula, charge and spin for the records above, in order: 114.6, 9.4, 177.7, 50.4, 66.1, 89.2, 111.7, 29.1 kcal/mol